Formula: H22O10S
Source: the Open Molecules 2025 dataset
Level of theory: ωB97M-V/def2-TZVPD

Each line ends with the Mulliken charge.
CARTESIAN COORDINATES (ANGSTROEM)
O -0.846 -2.527 1.425  -0.739
H -1.694 -2.943 1.220  0.365
H -1.076 -1.594 1.307  0.292
O -0.955 2.759 -0.134  -0.627
H -0.318 2.653 -0.864  0.414
H -0.696 3.493 0.427  0.258
O 0.738 1.841 -2.127  -0.790
H 0.391 0.968 -2.421  0.407
H 0.647 2.483 -2.836  0.317
O 0.227 -0.765 -2.604  -0.703
H -0.454 -1.398 -2.857  0.310
H 0.378 -0.939 -1.664  0.323
O -3.175 1.033 0.212  -0.722
H -2.631 0.976 1.019  0.391
H -2.528 1.477 -0.367  0.368
O -2.634 -1.549 -0.610  -0.620
H -3.527 -1.875 -0.754  0.273
H -2.765 -0.655 -0.217  0.417
O 3.114 0.926 -1.002  -0.648
H 3.465 0.539 -1.820  0.305
H 2.250 1.247 -1.326  0.397
O -1.241 0.461 2.241  -0.579
H -0.319 0.232 2.426  0.267
H -1.767 0.431 3.046  0.267
O 1.091 -2.970 -0.480  -0.662
H 1.261 -3.913 -0.584  0.260
H 0.428 -2.839 0.235  0.469
O 2.630 -1.088 1.000  -0.647
H 2.872 -0.238 0.607  0.345
H 2.437 -1.726 0.297  0.338
S 1.609 1.695 3.050  -0.311
H 1.932 1.115 1.881  0.105
H 1.159 2.688 2.272  0.163

Properties
SMILES = O.O.O.O.O.O.O.O.O.O.S
Orbital gap = 9.9731 eV
Energy = -1163.796751 hartree
LUMO level = 0.24 eV
Molecular weight = 214.23 g/mol